Record 1
{
  "formula": "C17H34NO4",
  "method": "ωB97M-V with the def2-TZVPD basis set",
  "symbols": ["C", "H", "H", "H", "O", "C", "O", "C", "C", "H", "H", "C", "C", "C", "H", "H", "C", "H", "C", "H", "C", "H", "H", "C", "O", "H", "C", "H", "H", "N", "C", "H", "H", "H", "C", "H", "H", "C", "O", "C", "C", "H", "H", "H", "H", "H", "H", "H", "H", "H", "H", "H", "H", "H", "H", "H"],
  "positions_angstrom": [[-0.37820, -4.56874, 0.44885], [0.40353, -4.39526, 1.19602], [0.23534, -4.23674, -0.60018], [-0.69689, -5.63830, 0.33718], [-1.58367, -3.96457, 0.35430], [-1.55861, -2.56282, 0.48765], [-0.53715, -2.01855, 0.43131], [-2.85088, -1.76207, 0.43008], [-3.34581, -1.31190, -0.94099], [-3.66821, -2.24545, -1.37888], [-2.48773, -0.79543, -1.40042], [-4.45205, -0.13374, -0.90329], [-3.85521, 0.89740, -0.27646], [-2.66849, 1.80718, -0.84435], [-3.02435, 2.04657, -1.99318], [-1.97015, 0.94909, -0.90699], [-2.07313, 2.73479, -0.04552], [-2.95655, 3.52162, 0.24996], [-1.25173, 2.56344, 1.10747], [-1.39103, 1.41490, 1.36208], [0.04310, 2.95004, 1.12755], [-0.02810, 4.12115, 1.15704], [0.48954, 2.94429, 2.28017], [0.95200, 2.30792, 0.38025], [2.17402, 3.19185, -0.29651], [2.03087, 3.97930, -0.10499], [1.46159, 0.71524, 0.77872], [2.00289, 1.25488, 1.69219], [0.47635, 0.26932, 1.08557], [2.38693, 0.01456, 0.01367], [1.72472, -0.08194, -1.41180], [2.26832, -0.91532, -2.07914], [1.65945, 0.77878, -1.89425], [0.70501, -0.74935, -1.21232], [2.50293, -1.30256, 0.67508], [1.62113, -1.55917, 0.72027], [2.86380, -0.99402, 1.52205], [3.62135, -2.09652, 0.31423], [4.82880, -1.39044, -0.01377], [4.61000, -0.14330, -0.71288], [3.77096, 0.61027, -0.05396], [3.45659, 1.65302, -0.59047], [3.93207, 0.94805, 0.80792], [5.65504, 0.06991, -0.76525], [4.37807, -0.46541, -1.92147], [3.94999, -3.04366, 0.68203], [3.40383, -2.59337, -0.90055], [0.58659, 1.96918, -0.69076], [-1.83986, 2.93068, 1.95082], [-1.56523, 3.51976, -0.70195], [-3.59906, 0.96028, 0.83648], [-4.68753, 1.82554, -0.22752], [-5.02931, -0.53100, -0.34980], [-4.59775, -0.11296, -1.72755], [-2.58147, -0.97753, 1.30758], [-3.51671, -2.35888, 1.20866]],
  "lumo_energy_ev": -2.109,
  "e_homo_ev": -12.047,
  "relative_energy_kj_mol": 1882.0,
  "energy_ev": -27835.67661,
  "charge": 1,
  "smiles": "COC(=O)CCCCCCCC[C@@H](O)C[N+]1(C)CCOCC1",
  "mol_weight_g_mol": 316.5
}

Record 2
{
  "formula": "C17H34O5S",
  "method": "ωB97M-V with the def2-TZVPD basis set",
  "symbols": ["C", "C", "C", "C", "C", "C", "C", "C", "C", "O", "S", "O", "O", "H", "H", "H", "H", "H", "H", "H", "H", "H", "H", "H", "H", "H", "H", "H", "H", "H", "H", "C", "C", "C", "O", "C", "H", "H", "H", "H", "H", "H", "H", "H", "C", "C", "C", "O", "C", "H", "H", "H", "H", "H", "H", "H", "H"],
  "positions_angstrom": [[0.33971, -3.58394, 1.65698], [0.57484, -2.57733, 0.52410], [-0.66837, -1.93076, -0.11583], [-1.75885, -1.43189, 0.84898], [-3.11389, -2.15071, 0.74528], [-3.02235, -3.68695, 0.73315], [-3.71293, -4.39955, 1.89735], [-3.29664, -5.87736, 1.94580], [-3.02143, -6.41467, 0.54244], [-3.94634, -5.86841, -0.41278], [-3.78222, -4.31665, -0.75845], [-5.11339, -3.81304, -0.87235], [-2.87325, -4.17963, -1.85519], [0.17276, -4.59392, 1.27228], [-0.51331, -3.32497, 2.28729], [1.20796, -3.63906, 2.31465], [1.25338, -1.79227, 0.86381], [1.11011, -3.10250, -0.27147], [-1.09334, -2.60415, -0.86434], [-0.30784, -1.06829, -0.67956], [-1.95045, -0.37917, 0.63355], [-1.40902, -1.45523, 1.88419], [-3.72941, -1.87352, 1.60470], [-3.65396, -1.79292, -0.13206], [-1.98650, -4.01697, 0.69751], [-4.79265, -4.31865, 1.75580], [-3.46773, -3.89514, 2.83343], [-4.06954, -6.46309, 2.44259], [-2.37804, -5.99838, 2.52612], [-3.14414, -7.49381, 0.49268], [-2.00190, -6.19242, 0.21751], [3.20584, 2.14880, -1.78212], [1.89814, 2.38126, -2.53699], [0.96276, 1.41517, -1.82242], [1.41739, 1.33610, -0.47100], [2.70200, 1.95284, -0.35784], [3.90880, 2.97614, -1.86588], [3.69977, 1.24283, -2.14052], [1.56288, 3.41045, -2.39300], [1.96731, 2.18304, -3.60585], [1.00894, 0.41672, -2.27264], [-0.07708, 1.74547, -1.82353], [2.58912, 2.91382, 0.15401], [3.34901, 1.30796, 0.23909], [2.56763, 7.71425, 0.26046], [3.67212, 7.26207, -0.69371], [3.46675, 5.75326, -0.69751], [2.07012, 5.53500, -0.50082], [1.44063, 6.75453, -0.10096], [2.28383, 8.75834, 0.13725], [2.87750, 7.56311, 1.29644], [3.49967, 7.67158, -1.69111], [4.67310, 7.54836, -0.37480], [4.01990, 5.27926, 0.12149], [3.76699, 5.28199, -1.63451], [0.84457, 7.14016, -0.93480], [0.77103, 6.54286, 0.73308]],
  "lumo_energy_ev": 0.828,
  "e_homo_ev": -9.337,
  "energy_ev": -39251.99905,
  "smiles": "CCCCC[C@H]1CCCOS1(=O)=O.C1CCOC1.C1CCOC1",
  "mol_weight_g_mol": 350.5
}

Record 3
{
  "formula": "C17H35AsBN8O2S2Sn",
  "method": "ωB97M-V with the def2-TZVPD basis set",
  "symbols": ["Sn", "N", "C", "C", "C", "C", "N", "C", "N", "N", "C", "O", "O", "H", "H", "H", "H", "H", "H", "H", "H", "H", "H", "H", "H", "H", "H", "C", "N", "C", "C", "N", "B", "N", "C", "C", "N", "C", "C", "S", "C", "S", "H", "H", "H", "H", "H", "H", "H", "H", "H", "H", "H", "H", "C", "As", "C", "C", "H", "H", "H", "H", "H", "H", "H", "H", "H"],
  "positions_angstrom": [[0.96984, -0.43444, -0.61156], [0.65197, -1.20299, 2.32363], [-0.63342, -0.60376, 2.69305], [-0.59494, 0.31444, 3.90089], [-1.84490, 0.63317, 4.78720], [-3.05414, -0.32305, 4.71978], [-4.03679, 0.08540, 3.74870], [-4.77376, 1.19762, 3.77492], [-5.13175, 1.70480, 2.58401], [-5.21919, 1.74663, 4.90459], [-1.21368, 0.21686, 1.55953], [-2.03978, 1.07532, 1.75491], [-0.78833, -0.10859, 0.34367], [0.90091, -2.02502, 2.83856], [1.36885, -0.47764, 2.53245], [-1.35567, -1.43327, 2.78517], [-0.16323, 1.26268, 3.54126], [0.15496, -0.11297, 4.55730], [-2.20213, 1.63318, 4.58404], [-1.44607, 0.66842, 5.79229], [-3.55086, -0.35986, 5.69537], [-2.77813, -1.32670, 4.41248], [-3.92793, -0.27869, 2.82961], [-4.46055, 1.62574, 1.83360], [-5.96929, 2.28381, 2.49601], [-5.09571, 1.25352, 5.78529], [-5.58007, 2.70184, 4.94132], [2.12336, 3.28348, 1.20511], [2.72357, 2.91574, -0.08935], [2.80340, 3.67519, -1.22013], [3.21408, 2.87161, -2.22200], [3.34263, 1.58659, -1.73669], [3.21294, 0.26425, -2.65488], [2.43117, 0.54039, -3.96447], [2.89716, 0.27254, -5.23502], [1.81467, 0.28612, -6.06249], [0.70129, 0.47390, -5.28345], [-0.66072, 0.35594, -5.80032], [1.09506, 0.62006, -4.00542], [0.11490, 0.97043, -2.56230], [3.02168, 1.65241, -0.44137], [2.89918, 0.25413, 0.62930], [1.33225, 3.97321, 0.99976], [2.80169, 3.73489, 1.94335], [1.72768, 2.39443, 1.68911], [2.58055, 4.71756, -1.25552], [3.41548, 3.00004, -3.26254], [4.22356, -0.32528, -2.87329], [2.48098, -0.57695, -2.07569], [3.95706, 0.15868, -5.44188], [1.73384, 0.13805, -7.14254], [-0.90975, 1.25785, -6.34115], [-1.30656, 0.27672, -4.96318], [-0.73014, -0.52855, -6.46042], [-0.23891, -3.18617, -2.71503], [0.75408, -3.02665, -1.07394], [-0.27508, -4.01278, 0.23517], [2.52218, -3.76652, -1.27586], [-0.12189, -4.19899, -3.09524], [0.23658, -2.51131, -3.47292], [-1.32226, -2.96116, -2.60073], [-0.98812, -4.67984, -0.26653], [-0.76552, -3.29900, 0.89556], [0.40161, -4.61715, 0.82933], [2.47111, -4.81231, -1.60815], [3.06912, -3.72663, -0.30624], [3.02991, -3.16137, -2.02604]],
  "lumo_energy_ev": -8.974,
  "e_homo_ev": -16.582,
  "relative_energy_kj_mol": 46.6,
  "energy_ev": -123209.39172,
  "charge": 3,
  "mol_weight_g_mol": 652.1
}